Formula: BrH3NO2P
Source: the OMol25 dataset
Level of theory: ωB97M-V with the def2-TZVPD basis set

Geometry as ORCA input:
```
! RIJCOSX wB97M-V def2-TZVPD def2/J DEFGRID3
* xyz 0 1
N -0.117 0.412 -0.745
O -0.108 -2.006 0.319
O 1.935 -0.665 0.634
P 0.616 -1.130 -0.704
Br 3.397 -0.056 -0.026
H -0.367 1.135 -0.025
H -0.261 0.882 -1.670
H -0.311 -1.652 1.255
*
```

Values from the calculation:
lowest unoccupied orbital energy = 0.56 eV
frontier orbital gap = 9.593 eV
E_HOMO = -0.3320 Ha
energy relative to the best compared isomer or geometry (same formula, charge and spin) = 0.0 kcal/mol

Atom charges from the natural (NBO) analysis, given in e for atoms 1 to 4:
1 N -1.239
2 O -1.011
3 O -0.939
4 P 1.540

---

Formula: BrH4N2O2P2Yb
Source: the OMol25 dataset
Level of theory: ωB97M-V with the def2-TZVPD basis set

Geometry as ORCA input:
```
! RIJCOSX wB97M-V def2-TZVPD def2/J DEFGRID3
* xyz 1 1
N 0.434 1.828 -0.485
P 0.257 0.736 0.776
O -1.016 1.329 1.691
N -0.722 -0.542 0.209
P 0.090 -1.923 -0.389
O 1.625 -1.744 0.084
Br 0.255 -1.509 -2.598
H 1.231 2.431 -0.377
H 0.384 1.416 -1.406
H -1.571 0.695 1.274
H 1.788 -2.289 0.852
Yb -2.754 -0.429 0.369
*
```

Values from the calculation:
lowest unoccupied orbital energy = -5.75 eV
frontier orbital gap = 6.100 eV
E_HOMO = -0.4354 Ha

Atom charges from the Mulliken analysis, given in e for atoms 1 to 4:
1 N -0.475
2 P 0.228
3 O -0.515
4 N -0.083

---

Formula: BrI2P
Source: the OMol25 dataset
Level of theory: ωB97M-V with the def2-TZVPD basis set

Geometry as ORCA input:
```
! RIJCOSX wB97M-V def2-TZVPD def2/J DEFGRID3
* xyz 0 1
P -0.328 -0.272 0.744
Br -1.192 -1.733 -0.626
I 2.713 0.178 -0.049
I -1.194 1.826 -0.069
*
```

Values from the calculation:
lowest unoccupied orbital energy (spin up / spin down) = -2.48 / -2.68 eV
frontier orbital gap (spin up / spin down) = 6.909 / 6.410 eV
E_HOMO (spin up / spin down) = -0.3451 / -0.3339 Ha
energy relative to the best compared isomer or geometry (same formula, charge and spin) = 28.9 kcal/mol

For each atom in turn, the natural (NBO) charge in e is:
1 P 0.400
2 Br -0.140
3 I -0.248
4 I -0.012

---

Formula: BrI2P
Source: the OMol25 dataset
Level of theory: ωB97M-V with the def2-TZVPD basis set

Geometry as ORCA input:
```
! RIJCOSX wB97M-V def2-TZVPD def2/J DEFGRID3
* xyz 0 1
P 0.876 0.118 -0.586
Br 1.241 1.705 1.001
I -3.711 -1.249 -0.218
I -0.890 -1.321 0.302
*
```

Values from the calculation:
lowest unoccupied orbital energy (spin up / spin down) = -2.44 / -2.27 eV
frontier orbital gap (spin up / spin down) = 6.579 / 6.325 eV
E_HOMO (spin up / spin down) = -0.3313 / -0.3157 Ha
energy relative to the best compared isomer or geometry (same formula, charge and spin) = 47.5 kcal/mol

For each atom in turn, the natural (NBO) charge in e is:
1 P 0.256
2 Br -0.206
3 I -0.215
4 I 0.165

---

Formula: BrPb2
Source: the OMol25 dataset
Level of theory: ωB97M-V with the def2-TZVPD basis set

Geometry as ORCA input:
```
! RIJCOSX wB97M-V def2-TZVPD def2/J DEFGRID3
* xyz 3 1
Pb -0.972 0.049 7.219
Pb -3.194 -2.903 2.936
Br -1.748 -1.864 5.203
*
```

Values from the calculation:
lowest unoccupied orbital energy = -14.61 eV
frontier orbital gap = 8.925 eV
E_HOMO = -0.8648 Ha
energy relative to the best compared isomer or geometry (same formula, charge and spin) = 0.3 kcal/mol

For each atom in turn, the natural (NBO) charge in e is:
1 Pb 1.867
2 Pb 1.866
3 Br -0.733

---

Formula: C102H222N10O14
Source: the OMol25 dataset
Level of theory: ωB97M-V with the def2-TZVPD basis set

Geometry as ORCA input:
```
! RIJCOSX wB97M-V def2-TZVPD def2/J DEFGRID3
* xyz 0 1
C -0.635 -17.533 -18.858
C 0.694 -17.473 -17.938
C 1.047 -15.977 -17.897
C 2.123 -15.653 -16.935
C 1.619 -16.051 -15.557
C 1.150 -17.502 -15.415
N 0.292 -17.885 -16.566
O -0.030 -19.216 -16.560
C 2.495 -18.347 -15.210
C 0.365 -17.688 -14.129
C 1.763 -18.385 -18.617
H -1.493 -16.955 -18.514
H -0.914 -18.587 -18.847
H -0.419 -17.245 -19.887
H 1.465 -15.666 -18.855
H 0.122 -15.488 -17.593
H 2.481 -14.624 -16.926
H 2.993 -16.297 -17.059
H 0.834 -15.366 -15.235
H 2.435 -15.947 -14.843
H 3.068 -17.988 -14.355
H 2.174 -19.378 -15.063
H 3.298 -18.339 -15.948
H 1.022 -17.276 -13.363
H -0.509 -17.043 -14.215
H 0.113 -18.731 -13.938
H 2.603 -18.624 -17.964
H 2.158 -18.100 -19.592
H 1.371 -19.385 -18.805
H -0.941 -19.175 -16.860
C 15.735 -21.799 -7.561
C 15.686 -22.143 -9.141
C 15.504 -23.680 -9.253
C 15.105 -24.043 -10.701
C 13.898 -23.178 -11.109
C 13.968 -21.649 -10.980
N 14.548 -21.370 -9.644
O 14.703 -20.008 -9.429
C 14.825 -21.054 -12.179
C 12.505 -21.043 -10.988
C 16.975 -21.653 -9.805
H 16.317 -22.489 -6.949
H 14.723 -21.906 -7.169
H 16.153 -20.818 -7.333
H 16.481 -24.128 -9.069
H 14.849 -24.158 -8.525
H 14.783 -25.084 -10.685
H 15.922 -23.894 -11.407
H 13.110 -23.646 -10.519
H 13.644 -23.515 -12.114
H 15.718 -21.620 -12.443
H 14.080 -20.820 -12.940
H 15.276 -20.094 -11.927
H 12.444 -20.062 -10.518
H 12.099 -20.973 -11.997
H 11.842 -21.751 -10.492
H 17.806 -22.180 -9.337
H 17.039 -20.569 -9.716
H 17.132 -21.874 -10.861
H 15.394 -19.708 -10.025
C 5.793 -16.032 -21.886
C 6.164 -16.495 -20.484
C 7.607 -17.130 -20.649
C 8.396 -17.132 -19.360
C 8.447 -15.755 -18.683
C 7.036 -15.241 -18.398
N 6.147 -15.321 -19.564
O 4.871 -14.834 -19.314
C 6.423 -15.857 -17.170
C 7.294 -13.720 -17.985
C 5.174 -17.561 -19.979
H 4.760 -15.716 -22.030
H 5.940 -16.872 -22.564
H 6.342 -15.143 -22.194
H 7.624 -18.178 -20.948
H 8.129 -16.772 -21.537
H 9.400 -17.489 -19.590
H 7.975 -17.798 -18.607
H 8.981 -15.062 -19.332
H 9.037 -15.915 -17.780
H 5.582 -15.235 -16.862
H 6.075 -16.861 -17.411
H 7.113 -15.870 -16.326
H 6.324 -13.262 -17.789
H 7.963 -13.692 -17.125
H 7.833 -13.186 -18.767
H 5.511 -18.596 -20.027
H 4.198 -17.443 -20.451
H 4.992 -17.493 -18.906
H 4.914 -13.996 -19.781
C 8.587 -25.904 -13.539
C 8.679 -24.553 -14.214
C 9.024 -23.580 -13.055
C 9.407 -22.173 -13.471
C 10.598 -22.270 -14.473
C 10.376 -23.174 -15.663
N 9.712 -24.400 -15.199
O 9.493 -25.249 -16.263
C 9.491 -22.392 -16.759
C 11.779 -23.625 -16.163
C 7.308 -24.280 -14.873
H 9.552 -26.305 -13.232
H 8.269 -26.644 -14.273
H 7.940 -25.972 -12.664
H 8.094 -23.635 -12.488
H 9.903 -23.876 -12.483
H 9.755 -21.672 -12.567
H 8.530 -21.611 -13.792
H 11.457 -22.729 -13.985
H 10.802 -21.245 -14.785
H 8.454 -22.271 -16.445
H 9.901 -21.429 -17.062
H 9.352 -22.976 -17.668
H 12.416 -22.765 -16.367
H 12.271 -24.353 -15.519
H 11.723 -24.211 -17.081
H 6.885 -23.277 -14.930
H 6.564 -24.817 -14.285
H 7.210 -24.681 -15.882
H 10.020 -26.027 -16.064
C 3.487 -27.449 -17.763
C 4.087 -27.828 -16.337
C 2.974 -27.594 -15.212
C 1.891 -28.732 -15.318
C 2.610 -30.094 -15.052
C 3.766 -30.360 -16.073
N 4.671 -29.192 -16.207
O 5.769 -29.458 -17.042
C 4.582 -31.534 -15.458
C 3.196 -30.832 -17.460
C 5.259 -26.830 -15.916
H 2.854 -26.564 -17.685
H 2.755 -28.161 -18.145
H 4.225 -27.325 -18.555
H 3.499 -27.615 -14.256
H 2.478 -26.631 -15.328
H 1.331 -28.636 -16.248
H 1.097 -28.606 -14.581
H 1.834 -30.843 -15.209
H 3.001 -30.124 -14.035
H 5.367 -31.917 -16.111
H 4.987 -31.340 -14.465
H 3.869 -32.357 -15.410
H 2.121 -31.004 -17.413
H 3.395 -30.067 -18.210
H 3.687 -31.717 -17.864
H 6.115 -26.993 -16.571
H 5.645 -27.060 -14.923
H 5.004 -25.773 -15.987
H 6.530 -29.565 -16.467
C 12.144 -16.783 -17.035
C 13.526 -17.171 -17.553
C 14.120 -18.167 -16.523
C 13.492 -19.567 -16.541
C 13.661 -20.112 -17.868
C 13.130 -19.280 -19.049
N 13.541 -17.832 -18.890
O 13.182 -17.073 -19.925
C 13.804 -19.784 -20.370
C 11.605 -19.436 -19.210
C 14.466 -15.937 -17.588
H 12.238 -16.042 -16.241
H 11.616 -17.640 -16.618
H 11.667 -16.168 -17.798
H 15.182 -18.299 -16.731
H 14.051 -17.671 -15.555
H 12.444 -19.746 -16.303
H 13.963 -20.200 -15.789
H 13.099 -21.035 -18.012
H 14.694 -20.401 -18.058
H 13.505 -19.252 -21.274
H 14.885 -19.649 -20.391
H 13.575 -20.838 -20.531
H 11.162 -18.974 -20.092
H 11.383 -20.503 -19.231
H 11.012 -19.174 -18.334
H 15.421 -16.125 -18.078
H 14.761 -15.618 -16.589
H 13.903 -15.203 -18.164
H 14.034 -16.726 -20.198
C 8.857 -15.324 -14.164
C 8.281 -15.427 -12.728
C 9.092 -14.397 -11.816
C 8.562 -14.165 -10.444
C 7.081 -13.814 -10.386
C 6.173 -14.659 -11.365
N 6.839 -15.086 -12.622
O 6.025 -15.643 -13.629
C 5.849 -16.031 -10.656
C 4.856 -13.869 -11.638
C 8.765 -16.774 -12.241
H 9.944 -15.282 -14.225
H 8.365 -14.497 -14.677
H 8.656 -16.195 -14.789
H 10.098 -14.761 -11.612
H 9.239 -13.426 -12.289
H 9.218 -13.495 -9.889
H 8.667 -15.108 -9.906
H 6.884 -12.757 -10.562
H 6.828 -14.099 -9.364
H 5.497 -16.756 -11.390
H 6.704 -16.546 -10.220
H 5.169 -15.828 -9.829
H 4.260 -13.579 -10.773
H 5.080 -12.997 -12.253
H 4.240 -14.575 -12.194
H 9.808 -16.970 -12.490
H 8.234 -17.597 -12.719
H 8.670 -16.921 -11.166
H 5.934 -16.553 -13.337
C 3.237 -21.004 -12.471
C 3.084 -22.418 -13.133
C 4.431 -23.170 -12.899
C 4.503 -23.797 -11.450
C 3.430 -24.780 -11.194
C 2.108 -24.086 -11.382
N 1.982 -23.184 -12.612
O 0.747 -22.586 -12.753
C 1.130 -25.263 -11.510
C 1.843 -23.296 -10.097
C 3.020 -22.336 -14.741
H 4.248 -20.639 -12.654
H 2.848 -20.866 -11.462
H 2.671 -20.236 -12.999
H 4.521 -24.022 -13.572
H 5.264 -22.490 -13.074
H 4.336 -22.969 -10.761
H 5.462 -24.231 -11.169
H 3.529 -25.050 -10.143
H 3.639 -25.635 -11.837
H 1.213 -25.925 -10.648
H 0.130 -24.852 -11.372
H 1.203 -25.888 -12.400
H 0.879 -22.814 -10.258
H 1.694 -23.981 -9.263
H 2.590 -22.569 -9.778
H 3.851 -21.802 -15.203
H 2.106 -21.800 -14.995
H 3.076 -23.346 -15.148
H 0.365 -23.124 -13.450
C -0.320 -26.143 -17.661
C -0.272 -24.729 -17.144
C 1.163 -24.088 -17.090
C 1.708 -23.610 -18.467
C 0.795 -22.602 -19.099
C -0.639 -23.098 -19.204
N -1.113 -23.767 -17.928
O -2.519 -24.019 -17.826
C -1.613 -21.918 -19.516
C -0.680 -24.040 -20.426
C -0.682 -24.725 -15.665
H -0.320 -26.157 -18.751
H -1.233 -26.615 -17.298
H 0.481 -26.837 -17.408
H 1.156 -23.192 -16.468
H 1.946 -24.702 -16.645
H 1.813 -24.467 -19.132
H 2.750 -23.292 -18.468
H 1.291 -22.516 -20.065
H 0.938 -21.618 -18.653
H -2.665 -22.197 -19.556
H -1.554 -21.223 -18.678
H -1.398 -21.490 -20.496
H -0.460 -23.538 -21.369
H 0.001 -24.883 -20.312
H -1.673 -24.467 -20.567
H -1.617 -25.256 -15.485
H -0.849 -23.750 -15.206
H 0.034 -25.192 -14.988
H -2.747 -23.207 -17.366
C 7.141 -21.623 -9.492
C 6.816 -20.076 -9.836
C 5.390 -19.731 -9.356
C 5.148 -19.381 -7.889
C 6.132 -18.268 -7.480
C 7.650 -18.785 -7.715
N 7.806 -19.188 -9.136
O 9.141 -19.489 -9.459
C 8.468 -17.424 -7.426
C 7.916 -19.814 -6.716
C 7.033 -19.816 -11.378
H 8.077 -21.955 -9.940
H 6.374 -22.310 -9.847
H 7.164 -21.633 -8.402
H 5.041 -18.879 -9.939
H 4.777 -20.610 -9.557
H 5.206 -20.158 -7.126
H 4.116 -19.097 -7.683
H 5.922 -17.969 -6.453
H 5.880 -17.386 -8.069
H 8.087 -16.857 -6.577
H 9.474 -17.752 -7.165
H 8.191 -16.867 -8.321
H 7.175 -20.612 -6.655
H 8.841 -20.348 -6.934
H 8.023 -19.422 -5.705
H 6.547 -18.858 -11.563
H 6.647 -20.564 -12.072
H 8.093 -19.718 -11.611
H 9.404 -20.257 -8.947
C 6.329 -24.794 -19.818
C 5.593 -23.568 -20.369
C 5.779 -22.396 -19.439
O 6.099 -23.546 -21.686
H 5.865 -24.976 -18.849
H 7.400 -24.651 -19.675
H 6.092 -25.736 -20.313
H 4.529 -23.797 -20.307
H 5.284 -21.498 -19.809
H 6.840 -22.199 -19.282
H 5.336 -22.567 -18.458
H 6.880 -22.990 -21.644
C 5.802 -20.018 -16.428
C 6.464 -19.421 -15.195
C 7.934 -19.195 -15.451
O 5.843 -18.267 -14.747
H 4.714 -19.965 -16.397
H 6.063 -21.056 -16.633
H 6.152 -19.394 -17.250
H 6.410 -20.087 -14.333
H 8.134 -18.302 -16.043
H 8.348 -20.067 -15.957
H 8.462 -18.968 -14.525
H 6.089 -17.565 -15.354
C 10.508 -21.068 -22.172
C 9.773 -22.342 -21.789
C 10.075 -22.752 -20.331
O 8.408 -22.110 -21.926
H 11.553 -21.013 -21.867
H 9.881 -20.266 -21.784
H 10.595 -20.976 -23.255
H 10.061 -23.141 -22.473
H 9.752 -23.770 -20.114
H 9.606 -22.088 -19.604
H 11.157 -22.658 -20.247
H 8.268 -21.999 -22.869
C 13.649 -17.237 -12.639
C 14.030 -15.827 -12.860
C 12.938 -14.906 -13.274
O 14.690 -15.292 -11.703
H 13.255 -17.428 -11.641
H 14.535 -17.840 -12.838
H 12.871 -17.522 -13.348
H 14.891 -15.787 -13.527
H 12.012 -15.120 -12.741
H 12.632 -15.192 -14.281
H 13.272 -13.870 -13.321
H 15.340 -15.964 -11.487
*
```

Values from the calculation:
lowest unoccupied orbital energy = 0.32 eV
frontier orbital gap = 8.075 eV
E_HOMO = -0.2848 Ha
energy relative to the best compared isomer or geometry (same formula, charge and spin) = 183.4 kcal/mol

Atom charges from the Mulliken analysis, given in e for atoms 1 to 4:
1 C -1.610
2 C 1.524
3 C -1.783
4 C 1.184